Run w
C2H2N2OS | ωB97M-V with the def2-TZVPD basis set

```
8
Properties=species:S:1:pos:R:3:mulliken_charge:R:1
C 0.53604 -0.39018 -0.27560 0.63
C -1.27726 0.37966 0.09889 0.07
H 2.44004 0.89386 -0.02343 0.13
H -2.14668 1.15864 0.48259 0.29
N -0.23102 -1.42025 -0.11117 -0.32
N -1.47577 -0.98047 0.02011 -0.32
O -0.06135 0.72528 -0.24182 -0.22
S 2.21601 -0.36654 0.05044 -0.25
```

Results
multiplicity = 1
molar mass = 102.1 g/mol
gap between HOMO and LUMO = 9.65 eV

Run x
C2H2N2OS | ωB97M-V with the def2-TZVPD basis set

```
8
Properties=species:S:1:pos:R:3:mulliken_charge:R:1
C 1.38782 -1.33556 0.09476 0.24
C 1.14502 -0.21589 -0.40038 -0.23
N -1.67261 0.45172 -0.36463 -0.38
N -2.14940 1.18924 0.32135 0.87
O -2.49558 2.03651 1.01313 -0.53
S 1.68960 -2.74028 0.61147 -0.38
H 1.92575 0.31447 -1.06378 0.24
H 0.16940 0.29978 -0.21192 0.17
```

Results
multiplicity = 1
molar mass = 102.1 g/mol
gap between HOMO and LUMO = 8.59 eV

Taking the most stable structure as the zero point, the relative energies in kcal/mol are run w 0.0; run x 29.7.

Run w
C6H15NO | ωB97M-V with the def2-TZVPD basis set

```
23
Properties=species:S:1:pos:R:3:mulliken_charge:R:1
C -1.57166 1.54783 0.86862 -0.41
C -0.07963 1.90321 0.92809 -0.65
C -1.80798 0.09823 0.48662 0.35
O -1.29096 -0.31026 -0.53526 -0.56
N -2.82220 -0.55850 1.11460 -0.42
H -1.99970 1.80857 1.84882 0.33
H -2.23000 2.21019 0.30107 0.34
H 0.53858 1.04102 0.70330 -0.07
H -2.89152 -1.54004 0.90379 0.25
H -3.12967 -0.27553 2.02139 0.22
H 0.12235 2.29017 1.92637 0.32
H 0.18235 2.74000 0.28389 0.28
C 2.62027 -1.21023 -1.23671 -0.26
C 2.15095 -1.53666 0.17148 -0.92
C 2.29297 0.10677 -1.92164 -0.89
H 3.67774 -1.34610 -1.24417 0.31
H 2.30606 -2.05781 -1.85738 0.26
H 2.30050 -2.60038 0.38151 0.36
H 1.06564 -1.56974 0.32688 0.08
H 3.09411 0.33629 -2.62355 0.35
H 1.36255 0.11649 -2.48927 0.24
H 2.62059 -0.87292 0.89497 0.30
H 2.21791 0.92188 -1.19775 0.17
```

Results
multiplicity = 1
molar mass = 117.2 g/mol
gap between HOMO and LUMO = 10.70 eV

Run x
C6H15NO | ωB97M-V with the def2-TZVPD basis set

```
23
Properties=species:S:1:pos:R:3:mulliken_charge:R:1
C 1.41577 -2.48621 -0.20203 -0.26
C 1.76029 -1.43078 0.89889 -0.93
C -0.08474 -2.57475 -0.48215 -0.64
H 1.92358 -2.15280 -1.09845 0.25
H 1.80990 -3.46517 0.08058 0.32
H 2.05049 -0.49569 0.41982 0.24
H -0.26648 -2.80810 -1.53409 0.33
H -0.62193 -3.30947 0.12530 0.33
H 2.47737 -1.81970 1.61920 0.32
H 0.86038 -1.20976 1.47713 0.24
H -0.54389 -1.59915 -0.31558 -0.18
C -1.47864 2.30820 -0.64183 -0.47
C -1.64540 0.79234 -0.45907 -1.07
C -0.09233 2.74405 -0.23402 0.57
O 0.73452 3.12163 -1.04008 -0.63
N 0.19200 2.63042 1.08884 -0.38
H -1.60543 2.55392 -1.69510 0.26
H -2.26680 2.84549 -0.11524 0.34
H -2.69342 0.52233 -0.64340 0.34
H 1.12774 2.74843 1.43778 0.22
H -0.47624 2.38549 1.80265 0.19
H -1.56151 0.52131 0.59609 0.29
H -1.01522 0.17796 -1.08520 0.29
```

Results
multiplicity = 1
molar mass = 117.2 g/mol
gap between HOMO and LUMO = 10.50 eV

Taking the most stable structure as the zero point, the relative energies in kcal/mol are run w 6.8; run x 0.0.